No. 1
{
  "formula": "C12H21BaNO20",
  "method": "wB97M-V/def2-TZVPD",
  "elements": ["Ba", "O", "O", "O", "O", "O", "O", "O", "O", "O", "O", "O", "O", "O", "O", "O", "O", "O", "O", "O", "O", "N", "C", "C", "C", "C", "C", "C", "C", "C", "C", "C", "C", "C", "H", "H", "H", "H", "H", "H", "H", "H", "H", "H", "H", "H", "H", "H", "H", "H", "H", "H", "H", "H", "H"],
  "positions_angstrom": [[0.286, 0.288, 0.720], [-1.196, 5.400, 1.618], [-1.933, -3.346, -2.867], [2.529, -0.548, -3.007], [-5.504, -2.895, 5.369], [-2.006, 1.438, -2.257], [-2.953, -4.396, -4.528], [-1.529, -2.953, -5.048], [5.544, 1.596, 2.632], [-0.366, 0.173, 8.387], [6.821, 2.641, 4.125], [-5.289, -3.385, 3.187], [-4.269, -1.636, 3.902], [7.082, 0.504, 3.683], [1.626, -6.426, 3.967], [1.608, -4.527, 2.912], [-3.067, 5.749, 2.804], [0.115, -6.131, 2.323], [1.594, -0.401, 7.818], [0.646, 0.878, 6.516], [-2.409, 7.276, 1.436], [0.666, 1.312, -3.650], [-2.163, -3.551, -4.110], [-2.239, 6.054, 1.932], [-5.015, -2.607, 4.129], [6.509, 1.556, 3.413], [-3.429, 1.737, -2.029], [1.169, -5.690, 3.128], [-0.316, 2.346, -3.912], [-1.671, 1.768, -3.659], [2.899, -1.889, -3.299], [2.968, 0.334, -4.063], [0.633, 0.173, 7.502], [2.113, 1.599, -3.707], [-0.012, -7.037, 2.613], [3.936, -2.127, -3.534], [-1.857, 0.863, -4.238], [2.734, -0.044, -5.058], [7.505, 2.152, 4.589], [-3.704, 2.674, -2.514], [-3.658, 1.829, -0.967], [0.345, 0.433, -4.031], [-3.975, 0.940, -2.534], [-0.331, 3.029, -3.063], [2.628, -2.602, -2.520], [0.010, -0.616, 8.785], [2.466, 2.003, -2.758], [-0.116, 2.770, -4.896], [2.356, -2.366, -4.116], [-6.134, -3.563, 5.091], [-3.277, 7.310, 1.843], [-2.109, -3.537, -5.543], [-2.424, 2.446, -4.062], [2.167, 2.329, -4.515], [3.996, 0.674, -3.937]],
  "e_lumo_ha": 0.1565,
  "charge": -4,
  "homo_ev": 1.61,
  "max_force_ev_per_a": 9.64,
  "energy_ha": -2054.6417
}

No. 2
{
  "formula": "C5H12N2O2",
  "method": "wB97M-V/def2-TZVPD",
  "elements": ["O", "O", "N", "N", "C", "C", "C", "C", "C", "H", "H", "H", "H", "H", "H", "H", "H", "H", "H", "H", "H"],
  "positions_angstrom": [[-0.043, 0.278, -1.891], [-0.866, -0.028, 1.348], [0.807, -0.505, 0.223], [0.968, 1.824, -0.547], [0.243, 0.638, -0.757], [-1.416, 0.706, 0.440], [0.590, -1.870, -0.214], [-2.566, 0.162, -0.365], [1.995, -0.303, 1.024], [-2.852, 0.866, -1.147], [-0.154, -1.880, -1.006], [-2.260, -0.752, -0.875], [0.849, 2.473, -1.312], [1.516, -2.329, -0.572], [0.974, 2.232, 0.375], [2.891, -0.238, 0.399], [0.216, -2.445, 0.637], [1.892, 0.613, 1.603], [-3.421, -0.084, 0.270], [-1.469, 1.784, 0.652], [2.107, -1.142, 1.713]],
  "e_lumo_ha": [-0.0291, -0.0300],
  "homo_ev": [-7.48, -7.85],
  "max_force_ev_per_a": 5.44,
  "energy_ha": -457.5674,
  "de_lowest_kcal_mol": 113.9
}